{
  "formula": "C28H22EuN3O4S",
  "method": "ωB97M-V with the def2-TZVPD basis set",
  "elements": ["H", "H", "C", "O", "C", "H", "C", "H", "H", "H", "N", "H", "H", "C", "Eu", "C", "H", "O", "C", "O", "H", "C", "H", "H", "C", "C", "H", "S", "C", "C", "H", "H", "H", "C", "C", "C", "C", "C", "C", "N", "C", "N", "O", "H", "C", "H", "C", "C", "H", "C", "C", "C", "C", "C", "H", "C", "H", "C", "H"],
  "positions_angstrom": [[3.06392, 0.26386, 3.15629], [-5.28415, 2.03075, 5.18712], [3.97004, -0.13355, 2.69268], [-0.43743, 0.54882, 2.08282], [-1.86006, 0.50786, -1.27427], [4.28710, 5.12582, 0.64793], [-1.10557, -2.13637, 2.53471], [-4.40411, 1.88118, -4.86924], [-2.57688, -5.15137, 2.15704], [2.17958, 4.69669, -0.54861], [0.20258, 1.37583, -0.89258], [-6.34361, 0.53496, -4.14939], [5.39905, 3.24188, 1.85620], [2.09479, 2.61983, -0.05957], [0.37948, -0.57036, 0.29139], [-3.11580, 0.52126, -2.05212], [-4.24498, -1.25267, 1.63472], [2.25111, 0.32111, 0.62635], [-1.25405, -3.51686, 2.53372], [-1.69868, -0.39446, -0.34528], [-4.50416, -3.71139, 1.63221], [-3.80087, 1.35889, 3.79198], [-1.62086, 0.65468, 6.89121], [0.41588, 3.39242, -1.19809], [-2.18776, -1.33594, 2.18464], [-3.51148, 1.35957, 6.17397], [-0.73039, 0.22677, 4.61531], [-1.92487, 0.44382, 1.97248], [-2.22986, 0.85548, 6.02282], [0.72185, -2.90980, -0.11810], [-0.16343, -1.68850, 2.86559], [-4.11776, -0.88016, -0.78835], [-0.41956, -4.14852, 2.79583], [-4.20113, -0.26279, -1.67097], [2.72666, 1.52912, 0.62235], [4.47720, 3.09201, 1.31668], [-5.36311, -0.24793, -2.42097], [3.94032, 1.82307, 1.31361], [0.85353, 2.48805, -0.76289], [-1.00431, 1.44503, -1.56702], [-4.29237, 1.62263, 5.06018], [0.82447, -4.00980, -0.45692], [4.66393, 0.86575, 1.98451], [4.65385, -0.46828, 3.47253], [-2.47062, -4.07984, 2.18750], [-3.89864, 1.55356, 7.16315], [2.68211, 3.89764, -0.02537], [-2.52581, 0.83428, 3.64869], [3.69981, -0.98235, 2.05744], [-3.41515, -1.89535, 1.88201], [-5.43797, 0.53070, -3.56433], [-4.35477, 1.30000, -3.95974], [-3.19846, 1.29525, -3.20693], [-3.55339, -3.27190, 1.88349], [-2.34349, 1.88360, -3.49447], [3.85552, 4.13772, 0.63893], [-4.40588, 1.56929, 2.92267], [-1.73397, 0.59696, 4.75667], [-6.20070, -0.86631, -2.12746]],
  "forces_ev_per_a": [[0.0147, -0.0190, 0.0143], [-0.1214, 0.0707, -0.0709], [-0.2417, -0.5093, 0.3254], [2.3736, 0.3881, -0.0258], [-0.6213, -1.0485, 0.4945], [0.0469, 0.1308, -0.0021], [0.5871, -0.3976, 0.6503], [-0.0338, 0.0903, -0.0391], [0.0047, -0.1873, 0.0068], [-0.0566, 0.0820, -0.0550], [-3.6656, -3.3703, -1.3402], [-0.1452, -0.0078, -0.1177], [0.0950, 0.0084, 0.0719], [-3.0453, -0.0887, -1.6775], [0.1694, -1.7193, 1.2738], [-0.0019, -0.0971, -0.0762], [-0.1877, 0.1054, -0.0618], [1.2223, 0.8054, -0.1524], [-0.1398, 0.2147, 0.2067], [-0.6882, 0.5983, -2.1362], [-0.1950, -0.0847, -0.0664], [-0.9861, 0.4095, 0.4302], [0.1233, 0.0084, 0.1027], [0.1792, -0.2059, 0.0811], [0.9413, 1.5005, -0.9840], [-0.1549, 0.1468, 0.8758], [0.1649, 0.0061, 0.0616], [-4.4900, -0.6683, 3.6627], [0.3061, -0.3587, -0.5135], [0.2465, -0.5920, -0.3538], [-0.2114, -0.1194, -0.1909], [0.0489, -0.0418, 0.0589], [0.1169, -0.0468, -0.0450], [0.1706, 0.0040, 0.1388], [1.3600, -0.5473, 0.8816], [0.6425, -0.9005, 0.5380], [0.0082, -0.0704, -0.0321], [0.1648, -0.0681, 0.3235], [3.3514, 3.9746, 0.7248], [1.9901, 1.4382, 0.4498], [-0.0563, -0.1135, -0.7935], [0.0872, -0.4438, -0.0775], [-0.0474, 0.5273, -0.6172], [-0.0321, -0.0177, 0.0242], [0.3463, -0.5473, 0.1488], [-0.0504, 0.0373, 0.1118], [0.8657, 1.0892, 0.2149], [1.0177, 0.4341, -2.4407], [0.0800, 0.1479, 0.1041], [-0.5853, -0.5552, -0.2124], [-0.1501, -0.0021, -0.0167], [-0.0118, -0.0698, -0.0564], [-0.0418, 0.0441, 0.0128], [-0.1990, 0.7745, -0.0523], [0.0864, 0.0803, -0.0487], [-1.1423, 0.1149, -0.7397], [-0.0844, 0.0226, -0.1778], [0.6203, -0.3751, 1.1553], [-0.0454, 0.0190, 0.0285]],
  "charge": -1,
  "e_tot_ev": -72212.873,
  "lumo_energy_ev": [2.62, -0.59],
  "molar_mass_g_mol": 648.532,
  "multiplicity": 8
}